10 unconnected molecules or ions with the total composition H20O10. Source: the Open Molecules 2025 dataset; level of theory: ωB97M-V with the def2-TZVPD basis set.

Last column: Löwdin charge in e.
Geometry (Å):
O 0.80 2.86 -1.33  -0.066
H 0.12 2.73 -1.99  0.042
H 0.92 1.97 -0.96  -0.017
O 3.81 -2.11 0.01  -0.062
H 3.30 -1.40 -0.41  -0.024
H 3.22 -2.50 0.66  0.037
O 2.16 0.58 1.09  -0.047
H 2.60 0.60 0.23  0.006
H 2.87 0.50 1.74  0.063
O -2.83 -0.04 -1.84  -0.066
H -1.89 -0.18 -1.67  -0.010
H -3.25 -0.20 -0.98  -0.008
O 2.78 0.06 -1.77  -0.042
H 3.39 0.78 -1.97  0.076
H 2.87 -0.55 -2.51  0.076
O -0.09 -2.34 -2.14  -0.057
H 0.45 -3.02 -1.73  0.031
H 0.18 -1.51 -1.71  -0.010
O -1.76 -0.38 3.23  -0.061
H -1.57 0.33 2.59  0.003
H -2.26 0.03 3.94  0.054
O -1.60 1.84 1.39  -0.042
H -1.02 2.53 1.05  0.072
H -2.43 2.28 1.61  0.078
O -3.53 -0.75 0.99  -0.063
H -3.63 -1.67 0.69  0.056
H -3.10 -0.81 1.85  0.004
O -0.21 0.09 -0.42  -0.065
H -0.84 0.42 0.24  0.018
H 0.57 -0.17 0.11  0.025

LUMO level in eV: 0.003
Energy above the lowest of the compared OMol25 structures with the same formula, charge and spin in kcal per mole: 49.55
SMILES: O.O.O.O.O.O.O.O.O.O
Highest occupied orbital energy in hartree: -0.3810
Kohn-Sham gap in eV: 10.371

A molecular structure, C27H39BeGeN5Si3. Source: the Open Molecules 2025 dataset; level of theory: ωB97M-V with the def2-TZVPD basis set.

Last column: Löwdin charge in e.
Geometry (Å):
Be 0.01 -0.76 -0.08  0.208
C 3.22 -1.05 -2.31  -0.068
C 4.25 -1.02 -1.34  -0.052
C 3.92 -0.91 -0.02  -0.006
C 2.56 -0.83 0.40  -0.294
N 1.57 -0.85 -0.58  0.065
C 1.94 -0.97 -1.89  -0.127
N 2.35 -0.76 1.72  0.152
C 1.12 -0.68 2.23  -0.253
N 0.00 -0.63 1.45  0.067
C -1.15 -0.66 2.21  -0.261
N -2.36 -0.67 1.67  0.150
C -2.55 -0.74 0.35  -0.287
C -3.90 -0.74 -0.11  -0.002
C -4.20 -0.88 -1.43  -0.055
C -3.15 -1.05 -2.37  -0.081
C -1.88 -1.03 -1.92  -0.130
N -1.54 -0.85 -0.60  0.066
C -0.74 -0.70 3.58  -0.127
C -1.46 -0.72 4.78  -0.014
C -0.76 -0.74 5.96  -0.067
C 0.65 -0.73 5.98  -0.066
C 1.38 -0.71 4.81  -0.008
C 0.68 -0.69 3.60  -0.113
H 3.44 -1.15 -3.37  0.112
H 5.29 -1.08 -1.64  0.116
H 4.67 -0.91 0.76  0.120
H 1.12 -1.02 -2.61  0.093
H -4.66 -0.65 0.65  0.121
H -5.23 -0.88 -1.76  0.117
H -3.36 -1.21 -3.42  0.114
H -1.05 -1.16 -2.60  0.100
H -2.55 -0.73 4.76  0.119
H -1.30 -0.76 6.90  0.107
H 1.17 -0.74 6.93  0.107
H 2.46 -0.72 4.82  0.118
C -2.74 2.54 -2.10  -0.192
Si -0.94 2.99 -1.97  0.318
C 0.07 2.11 -3.27  -0.196
C -0.74 4.84 -2.17  -0.196
Ge -0.02 2.65 0.24  0.949
Si -1.42 3.33 2.12  0.336
C -3.12 2.60 2.02  -0.197
C -0.54 2.95 3.71  -0.186
C -1.46 5.18 1.82  -0.198
Si 2.32 3.31 0.41  0.334
C 3.24 2.76 -1.11  -0.205
C 2.20 5.18 0.44  -0.198
C 3.10 2.72 1.99  -0.195
H -3.11 2.88 -3.07  0.052
H -3.33 3.03 -1.32  0.029
H -2.90 1.46 -2.03  0.000
H -0.37 2.31 -4.26  0.050
H 0.07 1.02 -3.13  0.002
H 1.10 2.45 -3.28  0.027
H -1.15 5.12 -3.14  0.052
H 0.30 5.15 -2.14  0.021
H -1.29 5.40 -1.40  0.025
H -3.10 1.54 2.28  0.013
H -3.54 2.70 1.01  0.020
H -3.78 3.12 2.71  0.048
H -0.38 1.88 3.83  0.015
H -1.14 3.29 4.56  0.052
H 0.43 3.45 3.76  0.027
H -1.92 5.43 0.86  0.024
H -0.46 5.62 1.83  0.015
H -2.04 5.65 2.61  0.052
H 3.03 3.43 -1.95  0.035
H 2.97 1.75 -1.41  0.003
H 4.31 2.78 -0.93  0.047
H 1.72 5.59 -0.45  0.020
H 3.21 5.59 0.50  0.053
H 1.64 5.54 1.32  0.020
H 3.06 1.63 2.09  0.010
H 2.61 3.15 2.86  0.026
H 4.15 3.02 2.00  0.049

Total charge: +1
LUMO level (alpha / beta) in eV: -4.965 / -4.960
Multiplicity: 2
Energy above the lowest of the compared OMol25 structures with the same formula, charge and spin in kcal per mole: 0.00
Highest occupied orbital energy (alpha / beta) in hartree: -0.3045 / -0.3959
⟨S²⟩: 0.774
Kohn-Sham gap (alpha / beta) in eV: 3.320 / 5.814

A single C22H33N3O3 molecule. Source: the Open Molecules 2025 dataset; level of theory: ωB97M-V with the def2-TZVPD basis set.

Last column: Löwdin charge in e.
Geometry (Å):
C 2.66 5.69 -2.12  -0.112
O 1.44 5.40 -1.48  -0.205
C 1.12 6.27 -0.42  -0.205
C 1.86 5.99 0.90  -0.168
N 1.52 4.77 1.60  -0.170
C 1.84 3.55 0.88  -0.160
C 1.74 2.37 1.85  -0.125
N 0.41 2.31 2.40  -0.050
C -0.55 1.38 2.19  -0.421
O -1.67 1.50 2.64  0.061
C -0.13 0.12 1.42  -0.189
C 0.81 -0.76 2.27  -0.127
C 0.13 -2.07 2.67  -0.078
C -0.33 -2.79 1.42  -0.467
O -0.03 -3.94 1.15  0.061
N -1.09 -2.01 0.62  -0.055
C -1.56 -2.49 -0.66  -0.146
C -0.70 -1.96 -1.81  -0.164
C -1.20 -2.48 -3.16  -0.158
C -1.10 -3.98 -3.24  -0.251
C 0.13 -4.59 -3.43  -0.043
C 0.24 -5.97 -3.47  -0.082
C -0.89 -6.76 -3.33  -0.095
C -2.12 -6.16 -3.15  -0.084
C -2.23 -4.78 -3.11  -0.052
C -1.40 -0.66 1.04  -0.111
C 0.05 3.54 3.08  -0.115
C 0.17 4.72 2.10  -0.164
H 2.73 5.00 -2.96  0.090
H 2.67 6.72 -2.50  0.089
H 3.52 5.54 -1.47  0.080
H 1.31 7.31 -0.72  0.121
H 0.04 6.15 -0.27  0.118
H 2.94 5.97 0.71  0.115
H 1.66 6.83 1.58  0.122
H 1.17 3.39 0.03  0.128
H 2.86 3.62 0.50  0.127
H 2.44 2.53 2.67  0.133
H 2.00 1.45 1.34  0.110
H 0.38 0.42 0.50  0.137
H 1.71 -1.00 1.71  0.122
H 1.11 -0.22 3.18  0.120
H -0.73 -1.87 3.31  0.129
H 0.82 -2.71 3.21  0.124
H -2.60 -2.19 -0.79  0.133
H -1.50 -3.58 -0.63  0.122
H -0.72 -0.87 -1.82  0.108
H 0.33 -2.29 -1.65  0.119
H -0.60 -2.03 -3.96  0.116
H -2.24 -2.17 -3.31  0.114
H 1.02 -3.98 -3.54  0.113
H 1.21 -6.43 -3.62  0.101
H -0.80 -7.83 -3.37  0.099
H -3.01 -6.77 -3.04  0.101
H -3.19 -4.32 -2.96  0.111
H -1.92 -0.15 0.23  0.136
H -2.07 -0.66 1.91  0.130
H 0.74 3.70 3.91  0.131
H -0.96 3.45 3.45  0.121
H -0.58 4.57 1.30  0.129
H -0.06 5.65 2.63  0.127

LUMO level in eV: 0.532
Energy above the lowest of the compared OMol25 structures with the same formula, charge and spin in kcal per mole: 26.12
SMILES: COCCN1CCN(C(=O)[C@H]2CCC(=O)N(CCCc3ccccc3)C2)CC1
Highest occupied orbital energy in hartree: -0.3160
Kohn-Sham gap in eV: 9.131

12 unconnected molecules or ions with the total composition C61H75F7O7S. Source: the Open Molecules 2025 dataset; level of theory: ωB97M-V with the def2-TZVPD basis set.

Last column: Löwdin charge in e.
Geometry (Å):
C 5.26 -4.29 -0.43  -0.056
C 4.03 -4.59 -1.25  -0.255
O 3.82 -3.49 -2.16  -0.259
S 2.45 -3.46 -2.96  0.556
C 1.30 -3.06 -1.69  -0.103
O 2.56 -2.37 -3.87  -0.272
O 2.19 -4.78 -3.45  -0.270
H 5.53 -5.20 0.11  0.081
H 5.08 -3.47 0.27  0.072
H 6.12 -4.01 -1.04  0.082
H 4.15 -5.51 -1.83  0.122
H 3.17 -4.74 -0.59  0.094
H 1.72 -2.25 -1.10  0.065
H 1.15 -3.93 -1.07  0.058
H 0.37 -2.76 -2.17  0.051
F -2.53 -2.04 -2.18  0.050
C -1.98 -2.51 -3.32  -0.288
C -1.05 -1.73 -3.97  -0.041
C -0.49 -2.18 -5.16  -0.075
C -0.84 -3.43 -5.65  -0.081
C -1.78 -4.21 -4.97  -0.072
C -2.31 -3.77 -3.77  -0.009
H -0.80 -0.73 -3.63  0.103
H 0.28 -1.60 -5.65  0.100
H -0.39 -3.79 -6.57  0.105
H -2.02 -5.19 -5.36  0.105
H -3.04 -4.36 -3.23  0.113
F -5.42 -5.06 -1.06  0.055
C -5.27 -4.04 -0.20  -0.288
C -6.36 -3.26 0.11  -0.013
C -6.19 -2.14 0.93  -0.076
C -4.92 -1.82 1.39  -0.087
C -3.85 -2.66 1.13  -0.078
C -4.01 -3.77 0.31  -0.022
H -7.36 -3.51 -0.22  0.117
H -7.04 -1.51 1.14  0.104
H -4.74 -0.92 1.97  0.086
H -2.86 -2.36 1.45  0.094
H -3.20 -4.44 0.07  0.113
F 7.97 -0.68 0.27  0.056
C 6.77 -0.60 -0.32  -0.291
C 6.70 -0.76 -1.70  -0.012
C 5.49 -0.59 -2.36  -0.066
C 4.36 -0.28 -1.61  -0.103
C 4.43 -0.18 -0.23  -0.080
C 5.65 -0.31 0.42  -0.027
H 7.63 -0.90 -2.25  0.119
H 5.41 -0.70 -3.43  0.114
H 3.39 -0.11 -2.07  0.100
H 3.53 0.02 0.32  0.088
H 5.72 -0.19 1.49  0.109
F 1.72 -3.42 1.23  0.042
C 1.23 -4.59 1.68  -0.295
C -0.13 -4.79 1.67  -0.010
C -0.64 -6.00 2.11  -0.071
C 0.22 -7.00 2.55  -0.089
C 1.59 -6.79 2.49  -0.079
C 2.11 -5.56 2.11  -0.019
H -0.80 -4.00 1.35  0.105
H -1.71 -6.15 2.17  0.106
H -0.12 -7.97 2.88  0.103
H 2.26 -7.59 2.78  0.106
H 3.18 -5.40 2.17  0.116
F 2.02 0.67 2.30  0.040
C 1.99 -0.38 3.16  -0.277
C 3.09 -1.21 3.23  -0.020
C 3.10 -2.22 4.18  -0.083
C 2.05 -2.37 5.07  -0.079
C 0.92 -1.58 4.90  -0.065
C 0.86 -0.59 3.93  -0.005
H 3.95 -1.02 2.61  0.092
H 3.95 -2.90 4.24  0.108
H 2.01 -3.18 5.79  0.103
H 0.02 -1.77 5.48  0.088
H -0.06 -0.09 3.66  0.105
F -2.73 5.52 -0.51  0.050
C -1.90 6.14 -1.38  -0.297
C -0.54 6.07 -1.16  -0.025
C 0.32 6.77 -2.00  -0.068
C -0.22 7.51 -3.05  -0.086
C -1.57 7.46 -3.33  -0.079
C -2.43 6.80 -2.47  -0.026
H -0.11 5.50 -0.34  0.105
H 1.39 6.74 -1.88  0.097
H 0.46 8.04 -3.71  0.107
H -2.00 8.01 -4.16  0.106
H -3.50 6.71 -2.64  0.119
F 1.32 4.69 -4.37  0.043
C 0.50 3.65 -4.67  -0.273
C 0.94 2.66 -5.53  -0.008
C 0.06 1.63 -5.81  -0.084
C -1.20 1.58 -5.24  -0.098
C -1.60 2.56 -4.33  -0.073
C -0.73 3.61 -4.06  -0.017
H 1.93 2.71 -5.96  0.119
H 0.35 0.83 -6.49  0.103
H -1.84 0.75 -5.49  0.100
H -2.53 2.49 -3.79  0.108
H -0.98 4.35 -3.31  0.100
C -3.02 -0.08 6.95  -0.151
C -2.56 0.88 5.86  -0.161
C -3.03 0.13 4.64  -0.243
O -2.62 -1.20 4.90  -0.153
C -2.83 -1.45 6.30  -0.192
H -4.10 0.06 7.11  0.113
H -2.53 0.02 7.92  0.110
H -1.47 0.92 5.86  0.115
H -2.97 1.89 5.92  0.109
H -2.53 0.43 3.70  0.098
H -4.09 0.27 4.40  0.117
H -1.95 -2.02 6.63  0.104
H -3.69 -2.11 6.45  0.115
C -0.99 1.04 0.54  -0.144
C -0.72 1.90 -0.70  -0.146
C 0.44 1.12 -1.31  -0.197
O 0.04 -0.24 -1.20  -0.165
C -0.71 -0.39 0.02  -0.161
H -2.01 1.13 0.91  0.089
H -0.29 1.28 1.34  0.097
H -0.41 2.91 -0.43  0.094
H -1.57 1.92 -1.38  0.111
H 1.38 1.31 -0.77  0.105
H 0.61 1.35 -2.36  0.117
H -0.11 -0.97 0.72  0.109
H -1.63 -0.92 -0.24  0.096
C -3.47 3.57 1.81  -0.165
C -4.62 2.62 1.50  -0.167
C -5.46 2.81 2.76  -0.181
O -4.49 2.88 3.83  -0.164
C -3.24 3.35 3.32  -0.189
H -3.87 4.58 1.66  0.108
H -2.61 3.42 1.16  0.089
H -4.38 1.56 1.40  0.093
H -5.20 2.91 0.62  0.116
H -6.12 1.99 3.03  0.116
H -6.01 3.76 2.72  0.119
H -2.44 2.63 3.46  0.097
H -3.03 4.32 3.77  0.120
C 2.91 3.94 0.05  -0.158
C 3.77 3.52 -1.15  -0.160
C 3.70 4.74 -2.04  -0.178
O 3.54 5.87 -1.15  -0.158
C 3.26 5.42 0.17  -0.207
H 3.18 3.37 0.94  0.111
H 1.85 3.78 -0.16  0.088
H 3.34 2.63 -1.62  0.094
H 4.79 3.28 -0.85  0.117
H 2.84 4.73 -2.70  0.093
H 4.60 4.90 -2.64  0.121
H 2.42 6.01 0.54  0.111
H 4.13 5.56 0.81  0.118

LUMO level in eV: 0.568
SMILES: CCOS(C)(=O)=O.Fc1ccccc1.Fc1ccccc1.Fc1ccccc1.Fc1ccccc1.Fc1ccccc1.Fc1ccccc1.Fc1ccccc1.C1CCOC1.C1CCOC1.C1CCOC1.C1CCOC1
Highest occupied orbital energy in hartree: -0.3353
Kohn-Sham gap in eV: 9.693

A molecular structure, C8H8O3. Source: the Open Molecules 2025 dataset; level of theory: ωB97M-V with the def2-TZVPD basis set.

Last column: Löwdin charge in e.
Geometry (Å):
C -2.76 -0.56 0.84  -0.032
C -2.10 -0.05 -0.30  -0.437
C -0.54 -0.05 -0.31  -0.113
C 0.23 -1.17 -0.36  -0.026
C 1.67 -1.11 -0.38  -0.065
C 2.20 0.06 -0.14  -0.405
C 1.52 1.28 -0.03  0.058
C 0.12 1.23 -0.06  -0.298
H -2.31 -0.10 1.84  0.137
H -3.81 -0.71 0.67  0.069
H -2.18 -1.77 1.07  0.189
H -0.34 -2.23 -0.35  0.161
H 2.25 -1.98 -0.48  0.098
H 3.90 -0.91 -0.40  0.226
H 2.15 2.22 -0.16  0.150
H -0.21 3.15 0.00  0.158
O -2.73 0.28 -1.34  0.056
O 3.58 0.16 -0.08  -0.029
O -0.65 2.27 -0.05  0.102

LUMO level in eV: 0.561
Energy above the lowest of the compared OMol25 structures with the same formula, charge and spin in kcal per mole: 83.77
Highest occupied orbital energy in hartree: -0.3172
Kohn-Sham gap in eV: 9.193

2 unconnected molecules or ions with the total composition C9H14O. Source: the Open Molecules 2025 dataset; level of theory: ωB97M-V with the def2-TZVPD basis set.

Last column: Löwdin charge in e.
Geometry (Å):
C 2.52 2.21 0.61  -0.050
C 1.98 0.92 0.05  -0.279
C 1.43 0.89 -1.23  -0.064
C 0.82 -0.26 -1.69  -0.107
C 0.79 -1.43 -0.94  -0.101
C 1.34 -1.40 0.33  -0.094
C 1.93 -0.25 0.81  -0.059
H 1.67 2.89 0.75  0.084
H 3.18 2.72 -0.07  0.070
H 3.05 2.04 1.54  0.074
H 1.46 1.76 -1.86  0.111
H 0.47 -0.33 -2.71  0.101
H 0.41 -2.31 -1.44  0.103
H 1.25 -2.25 1.00  0.106
H 2.26 -0.21 1.84  0.108
C -2.13 0.21 0.60  -0.076
C -3.03 -0.78 -0.10  -0.318
O -2.99 -2.03 0.57  -0.089
H -2.13 0.03 1.68  0.080
H -2.44 1.24 0.54  0.070
H -1.11 0.03 0.26  0.041
H -4.08 -0.44 -0.10  0.107
H -2.77 -0.87 -1.16  0.102
H -3.88 -2.38 0.71  0.080

LUMO level in eV: 0.983
Energy above the lowest of the compared OMol25 structures with the same formula, charge and spin in kcal per mole: 12.24
SMILES: Cc1ccccc1.CCO
Highest occupied orbital energy in hartree: -0.3304
Kohn-Sham gap in eV: 9.974

What are the strongest force on any atom values for these records? In order: 0.441, 0.590, 0.560, 1.265, 6.611, 1.264 eV/A.